# 1
Entry from OMol25: an isolated molecule of C2H5N3O3 at a distorted geometry (ωB97M-V/def2-TZVPD).

Structure (ORCA input):
```
! RIJCOSX wB97M-V def2-TZVPD def2/J DEFGRID3
* xyz 0 1
N -2.48193 0.20697 0.49517
N -1.28217 -0.45294 0.18198
C -0.12859 0.21961 -0.00552
O -0.00719 1.44519 0.14479
C 0.83630 -0.61091 -0.82890
O 0.64005 -1.55800 -1.54571
N 1.99050 -0.39801 -0.03575
O 2.50497 0.80680 0.41670
H -3.05015 0.31852 -0.34625
H -2.23379 1.14090 0.83814
H -1.25280 -1.45382 0.33952
H 2.70773 -1.11570 -0.01329
H 1.75709 1.45138 0.35913
*
```

Summary:
HOMO level: -9.3 eV
SMILES string: NNC(=O)C(=O)NO
lowest unoccupied orbital energy: 0.26 eV
energy above the lowest of the compared OMol25 structures with the same formula, charge and spin: 63.8 kcal/mol
Kohn-Sham gap: 9.58 eV

# 2
Entry from OMol25: an isolated molecule of C2H5N3O3 at a distorted geometry (ωB97M-V/def2-TZVPD).

Structure (ORCA input):
```
! RIJCOSX wB97M-V def2-TZVPD def2/J DEFGRID3
* xyz 0 1
H -0.70045 1.93244 -0.77131
N 0.43048 1.65055 -0.63900
C 0.67831 0.55527 0.01733
N 2.04468 0.26152 0.01887
O 2.53207 -1.17290 -0.17376
N -0.14559 -0.19189 0.89487
O -1.36186 0.38490 0.88956
C -2.32516 -0.13735 -0.07219
O -2.09774 -1.13758 -0.80342
H 2.44028 0.82065 -0.73912
H 2.62211 -1.43449 0.77306
H -0.15630 -0.85109 -0.01491
H -3.21135 0.38845 -0.14084
*
```

Summary:
HOMO level: -9.5 eV
SMILES string: [H]/N=C(/NO)NOC=O
lowest unoccupied orbital energy: 0.31 eV
energy above the lowest of the compared OMol25 structures with the same formula, charge and spin: 124.0 kcal/mol
Kohn-Sham gap: 9.82 eV

# 3
Entry from OMol25: an isolated molecule of C2H5N3OS at a distorted geometry (ωB97M-V/def2-TZVPD).

Structure (ORCA input):
```
! RIJCOSX wB97M-V def2-TZVPD def2/J DEFGRID3
* xyz 0 1
C -0.86128 1.85398 -1.28689
N 0.34515 1.49672 -1.10382
N 0.61329 0.76851 0.03831
C -0.02160 -0.46644 0.28237
S -1.52470 -1.05984 -0.10443
N 0.88063 -1.24097 0.93798
O 0.49284 -2.51221 1.29816
H -1.65245 1.61001 -0.56671
H -1.14001 2.38415 -2.20061
H 1.59689 0.73976 0.33611
H 1.65013 -0.94540 1.56874
H -0.37888 -2.62828 0.80079
*
```

Summary:
HOMO level: -8.9 eV
SMILES string: C=NNC(=S)NO
lowest unoccupied orbital energy: 0.67 eV
energy above the lowest of the compared OMol25 structures with the same formula, charge and spin: 94.4 kcal/mol
Kohn-Sham gap: 9.56 eV

# 4
Entry from OMol25: an isolated molecule of C2H5N3OS at a distorted geometry (ωB97M-V/def2-TZVPD).

Structure (ORCA input):
```
! RIJCOSX wB97M-V def2-TZVPD def2/J DEFGRID3
* xyz 0 1
H 2.32245 2.08963 1.45961
N 1.94501 1.25737 0.99845
C 0.79215 1.56124 0.59723
N -0.09190 0.70067 -0.04633
C -0.07112 -0.61519 -0.38771
S 1.31527 -1.55306 -0.52515
N -1.28622 -1.11158 -0.61311
O -1.50914 -2.42529 -0.91235
H 0.29414 2.57843 0.71167
H -1.00790 1.10248 -0.18703
H -2.11044 -0.77327 -0.14341
H -0.59228 -2.81143 -0.95185
*
```

Summary:
HOMO level: -8.7 eV
SMILES string: [H]/N=C/NC(=S)NO
lowest unoccupied orbital energy: 0.38 eV
energy above the lowest of the compared OMol25 structures with the same formula, charge and spin: 66.5 kcal/mol
Kohn-Sham gap: 9.03 eV

# 5
Entry from OMol25: a cluster of 2 separate species, C2H5N3OS in total at a distorted geometry (ωB97M-V/def2-TZVPD).

Structure (ORCA input):
```
! RIJCOSX wB97M-V def2-TZVPD def2/J DEFGRID3
* xyz 0 1
C -1.40935 -0.17089 -0.02592
C 1.40542 0.07606 -0.07505
H -2.17961 1.48900 0.69705
H -0.51142 1.53865 -0.30107
H -3.24405 -0.50958 0.26341
H 3.48958 -0.38329 0.08192
H 2.36502 -1.77142 -0.56449
N -1.53098 1.13807 -0.21280
N -2.38440 -1.01541 0.16529
N 2.46395 -0.67418 0.31458
O 1.39887 1.28693 -0.07625
S 0.13698 -1.00395 -0.26666
*
```

Summary:
HOMO level: -9.3 eV
lowest unoccupied orbital energy: -0.20 eV
energy above the lowest of the compared OMol25 structures with the same formula, charge and spin: 79.0 kcal/mol
Kohn-Sham gap: 9.08 eV

# 6
Entry from OMol25: a cluster of 2 separate species, C2H5N3S in total at a distorted geometry (ωB97M-V/def2-TZVPD).

Structure (ORCA input):
```
! RIJCOSX wB97M-V def2-TZVPD def2/J DEFGRID3
* xyz 0 1
C -0.00107 -0.19759 -0.06171
C 1.41603 -0.26154 0.31620
N -0.84430 -1.26157 -0.01992
N -2.07055 -0.96775 -0.03619
N -0.74272 0.99230 0.27937
S -2.32848 0.62410 -0.10363
H -0.19370 -0.17343 -2.04093
H 1.46860 -0.31903 1.39408
H 1.81789 0.79363 -0.05846
H 1.77598 -1.20372 -0.03159
H -0.29769 1.97461 0.36279
*
```

Summary:
HOMO level (spin up / spin down): -7.9 / -7.6 eV
lowest unoccupied orbital energy (spin up / spin down): -0.25 / -0.27 eV
energy above the lowest of the compared OMol25 structures with the same formula, charge and spin: 129.8 kcal/mol
Kohn-Sham gap (spin up / spin down): 7.68 / 7.35 eV

# 7
Entry from OMol25: an isolated molecule of C2H5N3S at a distorted geometry (ωB97M-V/def2-TZVPD).

Structure (ORCA input):
```
! RIJCOSX wB97M-V def2-TZVPD def2/J DEFGRID3
* xyz 0 1
H -1.59944 2.56710 -0.18076
N -1.17949 1.52487 -0.37680
C 0.10337 1.43560 0.07070
N 0.78507 0.22088 0.47161
N -0.20369 -0.74291 0.14887
C 0.13394 -2.00125 -0.18518
S 1.67789 -2.43715 -0.42008
H 0.66179 2.39310 0.28949
H 1.68596 -0.02982 0.16598
H -1.12231 -0.34893 0.09003
H -0.94309 -2.58148 -0.07386
*
```

Summary:
HOMO level: -8.7 eV
SMILES string: [H]/N=C/NNC=S
lowest unoccupied orbital energy: 0.65 eV
energy above the lowest of the compared OMol25 structures with the same formula, charge and spin: 75.3 kcal/mol
Kohn-Sham gap: 9.34 eV

# 8
Entry from OMol25: a structure of composition C2H5N3S2 at a distorted geometry (ωB97M-V/def2-TZVPD).

Structure (ORCA input):
```
! RIJCOSX wB97M-V def2-TZVPD def2/J DEFGRID3
* xyz 0 1
C -0.16927 -0.62329 -0.86147
C 1.72734 0.56349 0.07879
H -3.09784 -1.70577 1.19365
H 0.58083 -1.45735 -1.12578
H -1.31093 1.81115 0.97990
H 2.10149 1.51952 0.23339
H 1.92769 -1.27082 0.15970
N -1.30253 -0.98856 -0.55434
N 0.42985 0.67820 -0.39743
N 2.45503 -0.47949 0.42063
S -2.64771 0.05725 0.16399
S -0.69395 1.89567 -0.29104
*
```

Summary:
HOMO level: -8.7 eV
lowest unoccupied orbital energy: -1.14 eV
energy above the lowest of the compared OMol25 structures with the same formula, charge and spin: 155.4 kcal/mol
Kohn-Sham gap: 7.53 eV

# 9
Entry from OMol25: a structure of composition C2H5N5O at a distorted geometry (ωB97M-V/def2-TZVPD).

Structure (ORCA input):
```
! RIJCOSX wB97M-V def2-TZVPD def2/J DEFGRID3
* xyz 0 1
C -1.30767 0.78649 -0.51755
C 0.52572 0.29103 0.86100
H 1.39010 -0.83959 -1.30994
H 0.91057 -1.95308 -0.32186
H -1.56801 -0.57203 -1.85622
H -0.40857 1.57380 2.20481
H 2.21809 -1.06813 1.09682
N 0.42567 -1.19593 -1.13706
N -0.07441 -0.01948 -0.36268
N -1.56211 1.44692 0.48448
N -0.45538 1.07218 1.40894
N 1.56648 -0.24901 1.33597
O -1.66048 0.72682 -1.88672
*
```

Summary:
HOMO level: -8.9 eV
lowest unoccupied orbital energy: 0.08 eV
energy above the lowest of the compared OMol25 structures with the same formula, charge and spin: 116.0 kcal/mol
Kohn-Sham gap: 9.00 eV

# 10
Entry from OMol25: an isolated molecule of C2H5N5O at a distorted geometry (ωB97M-V/def2-TZVPD).

Structure (ORCA input):
```
! RIJCOSX wB97M-V def2-TZVPD def2/J DEFGRID3
* xyz 0 1
H 2.61088 1.17690 -0.75137
N 1.61323 1.61946 -0.28425
C 0.69851 0.73096 0.09638
N -0.64837 1.22117 0.46733
C -1.43947 0.13480 -0.05266
O -2.58711 -0.20706 -0.22234
N -0.58104 -1.05226 -0.08402
N 0.74684 -0.60021 0.34479
N 1.82419 -1.30865 -0.09054
H -0.74598 2.02040 -0.31420
H -0.96429 -1.97514 0.17951
H 1.24199 -2.08539 -0.88101
H 2.31615 -1.83140 0.81034
*
```

Summary:
HOMO level: -8.9 eV
SMILES string: [H]/N=c1/[nH]c(=O)[nH]n1N
lowest unoccupied orbital energy: 0.47 eV
energy above the lowest of the compared OMol25 structures with the same formula, charge and spin: 89.0 kcal/mol
Kohn-Sham gap: 9.36 eV